Record 1
{
  "formula": "C36H54O27",
  "method": "the ωB97M-V functional and the def2-TZVPD basis",
  "symbols": ["C", "C", "C", "O", "C", "O", "O", "H", "H", "H", "H", "H", "H", "C", "C", "C", "O", "C", "O", "O", "H", "H", "H", "H", "H", "H", "C", "C", "C", "O", "C", "O", "O", "H", "H", "H", "H", "H", "H", "C", "C", "C", "O", "C", "O", "O", "H", "H", "H", "H", "H", "H", "C", "C", "C", "O", "C", "O", "O", "H", "H", "H", "H", "H", "H", "C", "C", "C", "O", "C", "O", "O", "H", "H", "H", "H", "H", "H", "C", "C", "C", "O", "C", "O", "O", "H", "H", "H", "H", "H", "H", "C", "C", "C", "O", "C", "O", "O", "H", "H", "H", "H", "H", "H", "C", "C", "C", "O", "C", "O", "O", "H", "H", "H", "H", "H", "H"],
  "coordinates": [[-12.57565, -4.55481, -3.91110], [-13.19029, -4.47485, -5.31052], [-14.56972, -3.82986, -5.39224], [-14.44177, -2.64987, -6.24738], [-13.15623, -2.56750, -6.61258], [-12.79446, -1.69156, -7.38547], [-12.37858, -3.57685, -6.10242], [-13.30495, -4.92002, -3.18802], [-12.24043, -3.54442, -3.67694], [-11.69702, -5.19917, -3.88114], [-13.07305, -5.37537, -5.91337], [-15.04892, -3.70553, -4.42116], [-15.26699, -4.41704, -5.98985], [-5.94861, -12.01775, -4.39561], [-5.32063, -13.21819, -3.65092], [-5.02354, -14.44620, -4.40980], [-3.65753, -14.84983, -4.18286], [-3.09664, -13.70647, -3.56208], [-1.86535, -13.71060, -3.30946], [-4.01615, -12.81424, -3.28068], [-5.20939, -11.46396, -4.97438], [-6.53575, -11.31044, -3.80987], [-6.70069, -12.34782, -5.11222], [-5.95639, -13.47907, -2.80484], [-5.07743, -14.48651, -5.49772], [-5.54538, -15.25186, -3.89337], [-16.47138, -7.21552, -6.16865], [-16.01618, -7.11112, -7.59579], [-16.69724, -6.03049, -8.34759], [-15.63940, -5.36393, -8.86791], [-14.50766, -5.66177, -8.32052], [-13.46935, -5.05890, -8.39142], [-14.65638, -6.68800, -7.48863], [-17.51493, -7.52072, -6.24580], [-16.57177, -6.38159, -5.47397], [-15.93064, -8.04158, -5.70677], [-16.03405, -8.03058, -8.18092], [-17.38736, -5.53143, -7.66731], [-17.21705, -6.62483, -9.09903], [-10.00020, -1.27150, -4.44147], [-9.37283, -1.79037, -3.18019], [-10.20325, -1.63478, -1.97896], [-10.53850, -3.01069, -1.61125], [-9.77021, -3.83943, -2.47013], [-9.87672, -5.03716, -2.50370], [-9.02987, -3.11551, -3.22678], [-9.87871, -0.18963, -4.49538], [-11.08679, -1.35625, -4.45693], [-9.67642, -1.64757, -5.41195], [-8.46927, -1.22919, -2.94191], [-11.10019, -1.04586, -2.17078], [-9.71629, -1.33701, -1.05037], [-10.17041, -13.02280, -4.35689], [-9.23621, -13.39455, -3.10779], [-9.87719, -13.54872, -1.79051], [-9.71922, -14.82356, -1.35919], [-8.77437, -15.46650, -2.12495], [-8.40018, -16.65059, -2.00922], [-8.56066, -14.60760, -3.23466], [-9.48965, -12.49593, -5.02554], [-10.88930, -12.27301, -4.02657], [-10.62169, -13.88293, -4.85150], [-8.42345, -12.72550, -2.82512], [-10.95327, -13.37629, -1.77009], [-9.32050, -13.00889, -1.02450], [-15.84744, -9.96681, -0.07533], [-14.58371, -9.21488, -0.35999], [-13.59476, -10.03084, -1.19885], [-13.67584, -9.45918, -2.46973], [-14.37783, -8.34340, -2.46171], [-14.54797, -7.60701, -3.44985], [-14.92041, -8.18873, -1.27528], [-15.52951, -10.73233, 0.63249], [-16.20320, -10.37910, -1.01953], [-16.61574, -9.20434, 0.05292], [-14.09228, -8.87525, 0.55173], [-13.82295, -11.09640, -1.17441], [-12.64176, -10.09285, -0.67344], [-9.18845, -3.56719, -7.39928], [-10.20516, -4.64750, -7.97052], [-10.18717, -4.72859, -9.42265], [-10.29224, -6.17124, -9.61886], [-9.90317, -6.82849, -8.51990], [-9.67471, -8.00853, -8.46137], [-9.84094, -6.01785, -7.48141], [-8.16097, -3.74531, -7.71657], [-9.10906, -3.61247, -6.31312], [-9.52994, -2.60248, -7.77453], [-11.23329, -4.48646, -7.64629], [-9.26696, -4.40004, -9.90572], [-11.08130, -4.31260, -9.88697], [-8.17708, -10.81304, -8.20071], [-9.57501, -11.38038, -7.99832], [-10.66499, -10.67750, -8.83875], [-11.58830, -11.66995, -9.20530], [-10.95762, -12.86998, -9.04225], [-11.28901, -13.95286, -9.55181], [-9.72838, -12.74854, -8.36846], [-7.91481, -10.55875, -9.22767], [-7.38075, -11.37971, -7.71816], [-8.27162, -9.85730, -7.68523], [-9.63748, -11.25106, -6.91781], [-10.23369, -10.09673, -9.65411], [-11.11500, -10.02052, -8.09446], [-12.58727, -8.88573, -5.62681], [-11.22423, -8.23572, -5.24162], [-10.78301, -8.09432, -3.77291], [-9.64747, -8.78012, -3.54575], [-9.24772, -9.33206, -4.69965], [-8.24767, -9.93017, -4.76916], [-10.10102, -8.99359, -5.65001], [-13.43128, -8.20089, -5.54471], [-12.92226, -9.80049, -5.13784], [-12.66902, -9.27233, -6.64266], [-11.36950, -7.20276, -5.55780], [-11.50708, -8.67736, -3.20377], [-10.96924, -7.07649, -3.43023]],
  "relative_energy_kj_mol": 600.2,
  "gap_ev": 10.05,
  "energy_ev": -93487.0293,
  "fmax_ev_per_a": 5.984
}

Record 2
{
  "formula": "C19H16F10N6OSTa",
  "method": "the ωB97M-V functional and the def2-TZVPD basis",
  "symbols": ["Ta", "C", "N", "C", "C", "N", "C", "C", "F", "C", "F", "C", "F", "C", "F", "C", "F", "C", "C", "N", "C", "C", "F", "C", "F", "C", "F", "C", "F", "C", "F", "H", "H", "H", "H", "H", "H", "H", "H", "H", "H", "H", "N", "N", "C", "N", "S", "H", "H", "H", "H", "H", "O", "C"],
  "coordinates": [[-0.39770, -0.26920, -0.52559], [-0.17340, 1.82103, 1.98292], [-1.05638, 0.75517, 1.37576], [-1.27715, -0.30251, 2.43242], [-1.55792, -1.67319, 1.84621], [-0.62474, -1.86146, 0.71192], [-0.06301, -3.15113, 0.51711], [-0.52469, -4.37868, 0.98859], [-1.62238, -4.45629, 1.73861], [0.13246, -5.56209, 0.65735], [-0.32367, -6.70271, 1.11833], [1.24989, -5.55804, -0.17133], [1.85666, -6.68094, -0.48209], [1.71142, -4.34999, -0.68701], [2.75126, -4.29719, -1.50102], [1.02965, -3.21586, -0.31847], [1.40641, -1.96487, -0.83553], [-2.32376, 1.47922, 1.03675], [-3.22058, 0.63428, 0.18736], [-2.36679, -0.03370, -0.82557], [-3.05860, -0.66406, -1.89928], [-2.32568, -1.57327, -2.62924], [-1.02023, -1.76051, -2.12393], [-2.74814, -2.28923, -3.72152], [-1.95410, -3.14220, -4.34053], [-4.06811, -2.08818, -4.12219], [-4.54769, -2.74487, -5.15243], [-4.87026, -1.19746, -3.41319], [-6.11400, -1.01508, -3.78410], [-4.38071, -0.49156, -2.31210], [-5.21053, 0.34273, -1.69927], [-0.72969, 2.28251, 2.79960], [0.07007, 2.57477, 1.24044], [0.72887, 1.38249, 2.39730], [-2.07581, 0.02348, 3.10236], [-0.35917, -0.34921, 3.01981], [-2.58748, -1.81478, 1.51153], [-1.36786, -2.41011, 2.62780], [-2.03276, 2.38180, 0.49322], [-2.82392, 1.79603, 1.95489], [-3.94019, 1.30260, -0.28777], [-3.79087, -0.11602, 0.73874], [0.97361, -0.41583, -2.63787], [1.85891, 0.65387, -2.94156], [1.60636, 1.86866, -2.42140], [2.34765, 2.89514, -2.75930], [0.26361, 2.06204, -1.36374], [1.53228, -1.27585, -2.60324], [0.30871, -0.51613, -3.41599], [2.53377, 0.50873, -3.68954], [3.09484, 2.83682, -3.44147], [2.15638, 3.80708, -2.36010], [2.63394, -0.32626, 1.45244], [1.75139, -0.08239, 0.81828]],
  "relative_energy_kj_mol": 75.3,
  "gap_ev": [5.94, 5.94],
  "energy_ev": -70483.0810,
  "total_charge": 3,
  "fmax_ev_per_a": 1.744
}

Record 3
{
  "formula": "C5H13N2",
  "method": "the ωB97M-V functional and the def2-TZVPD basis",
  "symbols": ["C", "C", "C", "N", "C", "C", "N", "H", "H", "H", "H", "H", "H", "H", "H", "H", "H", "H", "H", "H"],
  "coordinates": [[-0.38654, 1.79927, -1.27360], [0.44306, 0.97552, -0.29596], [0.11511, -0.55812, -0.17709], [0.05836, -2.14107, 3.19995], [0.46854, -1.73380, 2.02983], [-0.34340, -0.97257, 1.17968], [-0.32280, 1.26348, -2.68150], [0.09322, 2.77989, -1.24332], [-1.43434, 1.85166, -0.99257], [1.48095, 1.06780, -0.61628], [0.35410, 1.41071, 0.69861], [1.00768, -1.12251, -0.42825], [-0.58644, -0.89820, -0.93531], [-0.91855, -2.02042, 3.44399], [0.69816, -2.58589, 3.85078], [1.50950, -1.95662, 1.81076], [-1.34304, -0.69083, 1.49718], [-0.61530, 0.28759, -2.71128], [-0.89167, 1.87498, -3.27252], [0.61340, 1.36914, -3.08310]],
  "s_squared": 0.763,
  "relative_energy_kj_mol": 0.0,
  "gap_ev": [11.14, 10.15],
  "energy_ev": -8358.4199,
  "total_charge": 2,
  "fmax_ev_per_a": 1.082,
  "spin_multiplicity": 2
}